1.
Computed, not measured: a 6-piece molecular cluster, C20H48F6N3O8 overall, with the ωB97M-V functional and the def2-TZVPD basis.

Results
Net charge: -1
HOMO: -0.193 hartree
LUMO level: 2.4379 eV
Max |F|: 2.3 eV/Å
Energy above the lowest of the compared OMol25 structures with the same formula, charge and spin: 0.00 kcal per mole

Each line ends with the Löwdin charge.
Element x y z (Å)
O 0.1475 -1.3100 0.6324  0.095
H 0.4490 -2.2724 0.5083  0.061
H 0.3003 -0.8403 -0.2530  0.062
H -0.8658 -1.3532 0.8069  0.085
C 0.9063 0.0941 -2.7588  -0.487
O -0.1259 0.3654 -3.7362  -0.064
O 0.4318 -0.6993 -1.8340  -0.133
C 2.1530 -0.3489 -3.5388  -0.529
F 2.7190 0.7004 -4.1925  0.106
F 3.1115 -0.7996 -2.6953  0.103
F 1.9282 -1.2948 -4.4575  0.146
C -0.2316 1.6898 -4.1506  -0.316
C -1.1957 1.7283 -5.3338  -0.081
H -1.4954 2.7664 -5.5104  0.065
H -0.6874 1.3363 -6.2169  0.068
H -2.1107 1.1685 -5.1536  0.074
H 0.7034 2.1993 -4.4191  0.109
H -0.6687 2.3716 -3.3992  0.107
H 1.1551 1.0711 -2.2864  0.110
C -2.8831 -1.6584 1.8084  -0.465
O -1.7300 -1.7522 2.7097  -0.133
O -2.4778 -1.1829 0.6531  -0.144
C -3.4325 -3.0901 1.7737  -0.563
F -2.6425 -3.9240 1.1066  0.153
F -3.6743 -3.5800 3.0123  0.112
F -4.6463 -3.1093 1.1696  0.112
C -1.7590 -0.9739 3.8705  -0.298
C -0.4554 -1.1158 4.6245  -0.079
H -0.3613 -0.4412 5.4750  0.068
H -0.2808 -2.1478 4.9374  0.073
H 0.3756 -0.8730 3.9520  0.065
H -2.5882 -1.3028 4.5085  0.116
H -1.8554 0.0856 3.5927  0.122
H -3.6125 -0.9850 2.3032  0.152
C -2.8082 3.9627 -0.5743  -0.073
C -3.2057 2.6471 0.0656  -0.448
C -4.5705 2.2127 -0.3975  -0.218
O -5.5700 3.1687 -0.0992  -0.186
C -6.8665 2.7285 -0.3456  -0.145
N -2.2479 1.6327 -0.4029  0.048
H -3.4708 4.7968 -0.3291  0.067
H -2.7126 3.8616 -1.6567  0.075
H -1.8230 4.2953 -0.2256  0.064
H -3.1416 2.6830 1.1634  0.135
H -4.8852 1.2303 -0.0103  0.123
H -4.4985 1.9951 -1.4765  0.132
H -7.0058 1.6948 0.0153  0.083
H -7.1264 2.6535 -1.4119  0.085
H -7.5672 3.3674 0.1884  0.080
H -2.4014 0.7778 0.1428  0.040
H -1.2978 1.8775 -0.0980  0.018
C 1.9959 3.0450 -0.8675  -0.054
C 1.8397 1.8347 0.0405  -0.415
C 2.9245 1.7668 1.0939  -0.208
O 2.7733 0.5520 1.8079  -0.197
C 3.5775 0.4967 2.9535  -0.123
N 0.4728 1.8631 0.6463  0.063
H 1.2364 3.0856 -1.6431  0.066
H 2.9707 2.9457 -1.3564  0.083
H 1.9915 3.9635 -0.2741  0.078
H 1.8317 0.9130 -0.5500  0.108
H 2.9445 2.6322 1.7699  0.127
H 3.8883 1.7184 0.5592  0.127
H 3.2822 1.2591 3.6873  0.086
H 4.6462 0.5995 2.7292  0.087
H 3.4234 -0.4690 3.4357  0.084
H 0.4593 1.0235 1.2256  0.066
H 0.4955 2.6607 1.2827  0.086
C 3.1754 -4.8968 0.8726  -0.068
C 2.4752 -3.5313 0.7911  -0.381
C 3.1404 -2.6544 -0.2565  -0.213
O 4.5140 -2.5467 0.0313  -0.181
C 5.1999 -1.7001 -0.8584  -0.113
N 1.0633 -3.7870 0.4169  0.058
H 4.2650 -4.9179 0.9271  0.072
H 2.9479 -5.5740 0.0424  0.078
H 2.8081 -5.3992 1.7761  0.074
H 2.5700 -3.0674 1.7730  0.145
H 2.6524 -1.6714 -0.2207  0.112
H 2.9884 -3.0736 -1.2608  0.139
H 4.7592 -0.6986 -0.8492  0.079
H 5.2608 -2.1147 -1.8684  0.089
H 6.2225 -1.5919 -0.4900  0.084
H 0.7449 -4.5098 1.0579  0.101
H 1.0580 -4.2631 -0.4817  0.109



2.
Computed, not measured: a 10-piece molecular cluster, C20H48N20O12S2 overall, with the ωB97M-V functional and the def2-TZVPD basis.

Results
Net charge: 0
HOMO: -0.298 hartree
LUMO level: -1.6562 eV
Max |F|: 8.7 eV/Å
Structure (SMILES): CCC(=O)OCCc1cc2nsnc2c(O)c1S.NC(N)=O.NC(N)=O.NC(N)=O.NC(N)=O.NC(N)=O.NC(N)=O.NC(N)=O.NC(N)=O.NC(N)=O

Each line ends with the Löwdin charge.
Element x y z (Å)
C -1.3865 2.1654 5.2243  -0.115
C -1.4221 3.1856 3.9045  -0.125
C -2.8546 3.1724 3.1074  -0.235
O -3.9719 3.6719 3.7035  -0.042
O -3.0534 2.6417 1.7242  -0.123
C -3.8275 1.3775 1.9579  -0.163
C -3.3083 0.2593 0.8724  -0.134
C -1.8984 -0.4224 1.4133  -0.073
C -1.8721 -1.0998 2.9291  0.044
C -0.4833 -1.7498 3.5196  -0.243
N -0.4301 -2.3438 4.9271  -0.268
S 1.2610 -2.8277 5.0115  0.897
N 1.9740 -2.3605 3.4486  -0.279
C 0.8831 -1.7269 2.6138  -0.160
C 0.8697 -1.0738 1.1102  -0.135
O 2.1083 -1.0563 0.3128  -0.097
C -0.5263 -0.4010 0.4887  -0.379
S -0.4295 0.3750 -1.2232  0.669
H -1.8939 2.6419 6.1774  0.090
H -0.2441 2.0128 5.5066  0.085
H -1.8616 1.1147 5.0050  0.036
H -0.4821 2.9461 3.2366  0.082
H -1.2706 4.2752 4.3589  0.134
H -3.6088 1.0856 3.0894  0.095
H -5.0018 1.5722 1.8974  0.153
H -4.1155 -0.5787 0.6271  0.119
H -3.1395 0.8434 -0.1500  0.100
H -2.8850 -1.0804 3.5237  0.094
H 2.4306 -1.9895 0.1357  0.126
H -0.7430 -0.6753 -2.1422  -0.093
N -3.2908 -0.6443 -2.9432  0.153
C -4.3562 -1.1903 -2.3298  -0.692
N -4.8708 -2.2648 -2.9545  0.167
O -4.8187 -0.7466 -1.2905  -0.009
H -2.8956 -0.9953 -3.7992  0.039
H -2.8730 0.1666 -2.5058  0.057
H -5.6738 -2.7061 -2.5258  0.114
H -4.5039 -2.6447 -3.8107  0.089
N -5.3144 -0.8452 6.7768  0.155
C -4.1709 -0.4356 6.1983  -0.701
N -3.0520 -0.8195 6.8389  0.167
O -4.1504 0.2303 5.1752  0.003
H -5.3515 -1.3940 7.6190  0.098
H -6.1798 -0.5776 6.3264  0.114
H -2.1694 -0.5321 6.4366  0.081
H -3.0487 -1.3678 7.6823  0.102
N 2.5642 2.8987 0.7671  0.175
C 2.2115 3.7979 1.7035  -0.701
N 3.0979 4.7935 1.8841  0.156
O 1.1714 3.7169 2.3378  0.012
H 3.4162 2.9485 0.2345  0.063
H 1.9246 2.1330 0.5999  0.096
H 2.8707 5.4918 2.5799  0.112
H 3.9595 4.8771 1.3716  0.098
N -0.7989 -0.9302 -7.2641  0.161
C -1.8644 -1.4762 -6.6507  -0.679
N -2.3789 -2.5508 -7.2754  0.172
O -2.3268 -1.0326 -5.6114  0.000
H -0.4038 -1.2812 -8.1201  0.103
H -0.3812 -0.1193 -6.8267  0.116
H -3.1819 -2.9920 -6.8467  0.117
H -2.0120 -2.9307 -8.1316  0.105
N 6.1771 3.5011 -3.3432  0.154
C 5.1045 3.4692 -2.5319  -0.713
N 3.9531 3.8519 -3.1126  0.161
O 5.1708 3.1212 -1.3634  0.008
H 6.1424 3.7846 -4.3078  0.097
H 7.0639 3.2205 -2.9454  0.114
H 3.1214 3.8424 -2.5367  0.111
H 3.8786 4.1417 -4.0730  0.104
N 6.6499 -0.3299 3.8658  0.143
C 5.4930 -1.0164 3.8684  -0.725
N 4.5231 -0.4797 3.1063  0.161
O 5.3361 -2.0431 4.5103  0.009
H 6.7982 0.5172 3.3438  0.095
H 7.4062 -0.6999 4.4267  0.109
H 3.6360 -0.9653 3.0802  0.048
H 4.6334 0.3647 2.5707  0.096
N 1.0237 -5.5743 2.9875  0.150
C 0.0422 -6.4658 2.7609  -0.724
N -1.1529 -5.9198 2.4722  0.154
O 0.2214 -7.6724 2.8130  0.016
H 0.8955 -4.5772 2.9492  0.028
H 1.9393 -5.9435 3.2083  0.115
H -1.9191 -6.5561 2.2948  0.111
H -1.3200 -4.9289 2.4247  0.091
N 7.3819 0.7689 -4.3883  0.153
C 7.9667 1.2953 -5.4795  -0.720
N 9.0537 0.6284 -5.9075  0.151
O 7.5451 2.2969 -6.0360  0.012
H 7.7142 -0.0550 -3.9162  0.103
H 6.5604 1.2406 -4.0333  0.087
H 9.5239 0.9914 -6.7264  0.114
H 9.4159 -0.1980 -5.4626  0.100
N -5.1856 0.6126 -5.5608  0.167
C -6.1671 -0.2789 -5.7874  -0.714
N -7.3622 0.2671 -6.0761  0.149
O -5.9879 -1.4855 -5.7353  0.002
H -5.3137 1.6097 -5.5991  0.101
H -4.2700 0.2433 -5.3400  0.070
H -8.1284 -0.3692 -6.2535  0.111
H -7.5293 1.2579 -6.1236  0.097